(1)
The following is a quantum chemistry calculation of a molecular structure, C25H35AuIN5OP in a non-equilibrium geometry, from the OMol25 dataset.

The geometry in XYZ format:
```
69
Properties=species:S:1:pos:R:3
H -2.85 3.74 3.95
C -2.54 2.77 3.58
H -3.40 1.68 5.21
H -3.43 1.99 0.20
N 1.49 -2.35 -1.36
H 1.58 -2.27 3.59
C 4.03 3.17 -0.83
H 2.99 -1.61 -2.67
C 3.15 -0.86 1.79
Au 0.60 -0.45 -0.47
C 2.57 -2.90 -0.50
N 2.12 1.19 -0.78
H 2.82 -3.91 -0.85
C -1.62 1.96 -0.98
H 3.68 -0.74 0.85
H -4.48 -1.89 0.09
C -2.68 -1.75 -1.13
C -1.84 2.68 2.38
H 0.01 2.04 -2.40
H -3.82 3.23 -3.87
H 0.18 -2.30 2.50
C 2.06 -2.15 -2.72
H -1.64 3.59 1.82
H 1.31 -3.62 1.12
C -2.47 0.37 3.80
C -1.77 0.28 2.61
H 5.12 1.82 -2.14
H 3.46 -2.29 -0.63
C 1.09 -1.75 2.76
H 0.66 3.21 1.24
H -4.83 2.79 -1.66
H -0.11 -3.53 -0.55
C 2.21 -3.02 0.97
C -1.05 2.20 -2.23
C 0.42 -3.38 -1.49
H 3.34 0.11 -2.05
C -3.41 -1.79 0.19
O -1.55 -1.25 -1.22
H -2.72 -0.53 4.35
C -1.44 1.43 1.90
C -3.21 2.86 -3.06
N -3.32 -2.26 -2.18
H -4.24 -2.66 -2.10
H -2.88 -2.25 -3.08
H 1.34 -1.62 -3.34
H -1.41 2.85 -4.24
H 2.27 -3.12 -3.17
H 3.83 -1.32 2.52
I -2.67 -3.43 1.35
C 2.87 3.35 -0.12
H -0.30 -3.04 -2.23
H 2.82 0.11 2.17
H 3.04 -3.51 1.51
H -3.18 -0.89 0.75
P -0.57 1.39 0.34
C 4.23 1.99 -1.55
C -2.85 1.61 4.28
C 3.25 1.03 -1.50
C -1.85 2.65 -3.27
H 4.78 3.95 -0.85
C -3.77 2.62 -1.82
N 0.73 2.46 0.58
N 2.01 -1.74 1.64
H -1.47 -0.70 2.23
H 0.86 -4.32 -1.82
C -2.99 2.17 -0.77
H 0.87 -0.73 3.08
C 1.91 2.33 -0.12
H 2.67 4.27 0.41
```

## Properties
HOMO (spin up / spin down) = -0.61933 / -0.62860 Ha
Orbital gap (spin up / spin down) = 8.95 / 5.10 eV
E_tot = -57047.234 eV
Total charge = +3
Energy relative to the best compared isomer or geometry (same formula, charge and spin) = 40.0 kJ/mol
2S+1 = 3
Expectation value of S² = 2.01

Results of the natural (NBO) charge analysis, in e, for atoms 1 through 5:
1. H 0.256
2. C -0.176
3. H 0.255
4. H 0.230
5. N -0.510

***

(2)
The following is a quantum chemistry calculation of a molecular structure, C19H43OP3S2Ti in a non-equilibrium geometry, from the OMol25 dataset.

The geometry in XYZ format:
```
69
Properties=species:S:1:pos:R:3
C -1.46 -2.19 4.48
H 1.37 -3.37 -5.03
C 2.03 3.10 2.43
H -1.33 3.35 -0.35
H -1.20 -0.33 -5.57
H 3.53 1.26 0.43
H 1.70 1.23 4.72
H -1.40 2.70 3.65
H -1.15 -6.10 -7.20
C -1.88 -4.08 -7.02
C -1.64 -2.80 -6.52
H 1.88 0.44 -2.89
C 3.55 0.93 1.47
H 2.52 -0.23 4.13
S -0.57 -0.95 3.46
P -1.60 1.67 1.44
H 2.40 2.65 -0.76
H 1.43 -1.05 -2.02
C -0.47 -2.54 -5.80
H -2.50 -1.85 4.67
H -2.79 -4.27 -7.57
H -3.13 1.05 -0.38
H -1.28 0.05 -2.04
H 1.97 -1.55 0.00
H -0.89 -2.42 0.73
Ti 0.15 0.18 1.28
C 0.21 -4.85 -6.09
P 0.64 0.96 -0.85
H 1.91 3.57 1.44
C -0.65 0.23 4.86
H 0.80 3.41 -0.68
H 4.37 1.44 1.99
C 2.44 0.86 4.01
H -1.50 1.78 -1.73
H 2.98 3.42 2.86
C -3.25 1.23 0.69
S -0.09 -0.94 -5.14
C -2.22 2.23 3.10
H 0.06 -0.10 5.65
H -0.94 -2.39 5.44
O 0.67 -1.85 3.53
H 1.47 -2.30 1.55
H 3.73 -0.15 1.47
C -0.96 -5.11 -6.81
H 1.43 2.82 -2.24
C -0.78 1.02 -2.04
H 2.79 -0.06 -1.44
H -0.43 1.26 -3.05
C 0.46 -3.57 -5.59
H 0.93 -5.64 -5.92
H -1.66 0.30 5.30
H -1.52 -3.14 3.92
H -0.33 1.21 4.54
H -2.36 -2.01 -6.69
P 1.91 1.25 2.27
H -0.62 3.90 1.17
H -4.00 2.02 0.84
H -3.03 2.96 2.99
H -2.38 3.96 0.94
C 1.80 -0.03 -1.90
H -3.62 0.30 1.14
C 1.38 2.62 -1.17
C 1.17 -1.65 0.73
H 3.41 1.32 4.24
C -1.47 3.39 0.73
H -2.59 1.39 3.69
H 1.21 3.46 3.07
H -0.39 -1.67 -0.82
C -0.21 -1.71 0.26
```

## Properties
HOMO (spin up / spin down) = -0.58668 / -0.58653 Ha
Orbital gap (spin up / spin down) = 6.33 / 4.40 eV
E_tot = -95069.870 eV
Total charge = +3
Energy relative to the best compared isomer or geometry (same formula, charge and spin) = 463.4 kJ/mol
2S+1 = 2
Expectation value of S² = 0.77

Results of the natural (NBO) charge analysis, in e, for atoms 1 through 5:
1. C -0.726
2. H 0.247
3. C -0.891
4. H 0.238
5. H 0.167

***

(3)
The following is a quantum chemistry calculation of a molecular structure, C2H2N2O in a non-equilibrium geometry, from the OMol25 dataset.

The geometry in XYZ format:
```
7
Properties=species:S:1:pos:R:3
C 0.21 1.78 -1.54
O -2.11 1.31 -1.05
H 0.19 -0.68 0.16
H -1.30 -0.32 0.61
N 1.17 2.30 -1.89
N -0.45 -0.01 0.48
C -0.94 1.24 -0.95
```

## Properties
HOMO = -0.37250 Ha
Orbital gap = 8.94 eV
E_tot = -7130.773 eV
Energy relative to the best compared isomer or geometry (same formula, charge and spin) = 296.3 kJ/mol
2S+1 = 1

Results of the natural (NBO) charge analysis, in e, for atoms 1 through 5:
1. C 0.118
2. O -0.414
3. H 0.348
4. H 0.331
5. N -0.152

***

(4)
The following is a quantum chemistry calculation of 2 unconnected molecules or ions with the total composition C22H44BN4O5 in a non-equilibrium geometry, from the OMol25 dataset.

The geometry in XYZ format:
```
76
Properties=species:S:1:pos:R:3
H 6.05 0.45 -1.10
C -0.46 3.63 0.32
H 1.30 -0.42 -3.03
H -1.19 -3.59 0.66
C -3.03 -2.46 0.13
H 1.95 -2.24 1.07
O -1.15 -0.99 -3.52
C -5.83 -0.19 -0.22
H -2.38 -3.03 -3.89
C 3.28 -1.04 -1.99
C -1.21 -0.05 2.93
H 2.60 -0.57 2.46
H 1.85 3.53 0.49
C 0.29 -1.25 -0.62
O 2.82 -2.36 1.49
C -1.63 -2.56 0.92
H -3.08 -0.26 0.72
H 0.07 2.27 2.81
H -6.39 1.78 -1.02
H -1.91 -2.65 2.03
C 4.55 -0.31 -2.63
H -0.99 4.62 0.57
H -2.01 2.06 2.40
H -1.86 2.09 4.74
C 6.05 -1.83 -0.99
H -2.50 0.57 4.88
H 5.32 -1.83 -0.09
H 6.77 -0.43 -2.54
H -3.77 -3.11 0.72
C 2.78 -1.62 2.68
C 0.89 2.10 2.05
B -0.97 -2.22 -2.79
H 0.83 3.05 -1.50
H 3.41 -1.21 -0.86
C 0.22 -2.45 -1.67
H -2.99 -2.95 -0.91
N 1.12 -0.17 -0.83
C 0.91 3.45 1.13
H 4.40 0.80 -2.82
H -1.41 3.75 -2.87
H 1.99 -2.01 3.32
H 3.74 -1.72 3.19
C 1.92 -0.15 -2.12
O -5.03 -1.06 0.61
N 1.36 0.90 -0.09
C -0.41 -0.17 1.56
C -3.67 -1.00 0.09
H 0.13 4.78 -1.53
C -2.34 1.11 2.93
C -0.09 3.69 -1.25
H -6.52 1.75 0.80
H -2.10 3.24 -1.43
C 5.91 -0.46 -1.79
H 1.20 -2.72 -2.15
H 7.09 -1.92 -0.52
H 4.75 -0.81 -3.65
H -1.71 -1.01 3.28
H 2.31 0.91 -2.34
H -4.85 1.89 -0.05
H 0.95 4.31 1.90
H -0.43 0.21 3.74
O -6.49 -0.72 -1.11
H -0.12 -3.40 -1.10
H 5.79 -2.75 -1.60
C 0.61 0.85 1.07
H -3.66 -0.61 -0.98
C -0.62 -1.39 0.62
N -2.59 1.46 4.37
H -3.34 0.76 2.52
H 3.19 -2.07 -2.46
H 1.94 2.01 2.47
H -1.39 -0.28 -2.89
O -1.85 -3.32 -3.11
C -5.88 1.39 -0.07
N -1.27 3.17 -2.04
H -1.22 2.80 0.50
```

## Properties
HOMO = -0.44927 Ha
Orbital gap = 7.84 eV
E_tot = -40392.375 eV
Total charge = +1
2S+1 = 1

Results of the Mulliken charge analysis, in e, for atoms 1 through 5:
1. H 0.276
2. C 0.064
3. H 0.172
4. H 0.395
5. C -1.010